No. 1
DFT (ωB97M-V/def2-TZVPD) results for 2 unconnected molecules or ions with the total composition C4H3ClSi at a distorted geometry.

The calculation puts the HOMO-LUMO gap (alpha / beta) at 9.49 / 7.56 eV. As for the energy above the lowest of the compared OMol25 structures with the same formula, charge and spin: 107.70 kcal/mol. The LUMO energy (alpha / beta) comes out at -1.15 / -0.47 eV. As for the spin multiplicity: 1. Its total charge is 0.

Last column: Löwdin charge in e.
Geometry (Å):
C (0.70175, 2.28501, -0.72095)  0.063
C (0.29699, -2.59110, -0.69150)  0.064
C (0.13625, 1.27658, -0.35842)  -0.294
C (0.03424, -1.61952, -0.02371)  -0.248
Si (-0.80801, -0.03160, 0.44724)  0.059
Cl (-2.72332, 0.17807, 0.03594)  0.347
H (1.36569, 3.02670, -0.73424)  -0.015
H (0.59485, -3.36422, -1.22532)  -0.021
H (0.40156, 0.84009, 3.27096)  0.046

***

No. 2
DFT (ωB97M-V/def2-TZVPD) results for a molecular structure, C4H3CrLiO6 at a distorted geometry.

The calculation puts the HOMO-LUMO gap (alpha / beta) at 3.05 / 3.04 eV. As for the expectation value of S²: 8.76. As for the energy above the lowest of the compared OMol25 structures with the same formula, charge and spin: 0.00 kcal/mol. The LUMO energy (alpha / beta) comes out at 1.64 / 1.64 eV. As for the spin multiplicity: 6. Its total charge is -1.

Last column: Löwdin charge in e.
Geometry (Å):
O (-3.72629, -0.69980, 0.84799)  -0.158
C (-2.49703, -0.56028, 1.12826)  -0.850
O (-1.88194, -1.41255, 1.82833)  -0.141
O (-1.90727, 0.53177, 0.66020)  -0.078
C (-0.50397, 0.84835, 0.94539)  -0.219
O (1.60735, 0.94465, -0.18782)  0.019
C (2.40309, 0.77595, -1.22982)  -0.791
C (0.31253, 0.30125, -0.17480)  -0.266
O (2.07357, 0.07202, -2.22291)  -0.129
O (3.58003, 1.23785, -1.14286)  -0.153
Li (-3.59489, -2.33216, 1.86284)  0.787
Cr (4.03859, 0.37158, -2.88014)  0.695
H (-0.24669, 0.32785, 1.88128)  0.039
H (-0.18854, 0.46857, -1.13901)  0.108
H (0.53147, -0.87507, -0.17694)  0.137

***

No. 3
DFT (ωB97M-V/def2-TZVPD) results for a molecular structure, C4H3CsLiNaO2 at a distorted geometry.

The calculation puts the HOMO-LUMO gap (alpha / beta) at 4.16 / 4.21 eV. The LUMO energy (alpha / beta) comes out at -0.64 / -0.63 eV. As for the spin multiplicity: 1. Its total charge is 0.

Last column: Löwdin charge in e.
Geometry (Å):
C (-2.40473, -3.09473, -0.66006)  -0.132
O (-2.35658, -3.87598, -1.65262)  -0.092
Cs (1.00101, -0.32723, -2.14092)  0.685
Li (2.89084, -4.88684, -1.89347)  0.232
H (-3.30866, -1.45626, 0.26625)  0.089
C (-3.60239, -2.19934, -0.52023)  -0.322
C (-3.88856, -1.53867, -1.88946)  -0.305
C (-3.13464, -0.43592, -2.19149)  -0.532
O (-2.14772, 0.13276, -1.49292)  -0.386
Na (-5.34669, -2.50574, -3.45908)  0.634
H (-4.46748, -2.77533, -0.14424)  0.085
H (-3.36628, 0.08884, -3.14647)  0.044

***

No. 4
DFT (ωB97M-V/def2-TZVPD) results for a molecular structure, C4H3CsO at a distorted geometry.

The calculation puts the HOMO-LUMO gap (alpha / beta) at 3.36 / 3.22 eV. As for the energy above the lowest of the compared OMol25 structures with the same formula, charge and spin: 93.69 kcal/mol. The LUMO energy (alpha / beta) comes out at -1.31 / -1.30 eV. As for the spin multiplicity: 1. Its total charge is 0.

Last column: Löwdin charge in e.
Geometry (Å):
C (-3.61951, 1.80174, 0.13274)  -0.146
C (-2.47599, 1.12263, 0.54094)  -0.195
C (-1.52347, 1.93924, 0.22742)  -0.102
C (-0.20032, 2.27689, 0.05642)  -0.405
O (0.74236, 1.43942, -0.12478)  -0.210
Cs (1.65702, -2.02753, 0.14746)  0.908
H (-4.08140, 1.57419, -0.83301)  0.029
H (-4.21264, 2.35826, 0.86476)  0.030
H (0.08872, 3.32050, 0.28032)  0.090

***

No. 5
DFT (ωB97M-V/def2-TZVPD) results for a molecular structure, C4H3CsO4 at a distorted geometry.

The calculation puts the HOMO-LUMO gap at 4.59 eV. As for the energy above the lowest of the compared OMol25 structures with the same formula, charge and spin: 34.52 kcal/mol. The LUMO energy comes out at -1.62 eV. As for the spin multiplicity: 1. Its total charge is 0.

Last column: Löwdin charge in e.
Geometry (Å):
C (1.25041, -0.13665, -0.34765)  -0.076
C (0.22005, 0.26412, 0.40444)  -0.201
H (0.36554, 1.05835, 1.14730)  0.098
O (2.60319, -1.60526, -1.17503)  -0.031
C (1.48866, -1.04322, -1.42524)  -0.493
O (1.22992, -0.65540, -2.68152)  0.077
H (2.38925, -0.63797, 0.14347)  0.219
O (-1.05935, -0.07934, 0.22238)  -0.092
C (-1.98713, 0.47543, 1.18510)  -0.361
O (-3.09262, -0.03376, 1.06852)  -0.150
Cs (-4.70150, 2.08795, 4.20960)  0.888
H (1.29357, 0.30576, -2.75136)  0.122

***

No. 6
DFT (ωB97M-V/def2-TZVPD) results for C4H3F2NO in the gas phase at a distorted geometry.

The calculation puts the HOMO-LUMO gap at 10.36 eV. As for the energy above the lowest of the compared OMol25 structures with the same formula, charge and spin: 44.96 kcal/mol. The SMILES is FCc1cnoc1F. The LUMO energy comes out at 0.63 eV. As for the spin multiplicity: 1. Its total charge is 0.

Last column: Löwdin charge in e.
Geometry (Å):
C (-0.20857, 0.74552, 1.29055)  -0.096
C (-0.01794, 0.03325, -0.00089)  -0.140
C (0.95032, 0.19695, -1.05149)  -0.039
C (-0.77152, -1.03537, -0.40226)  -0.361
H (-0.03507, -0.07919, 1.96116)  0.117
H (-1.15557, 1.31386, 1.43899)  0.142
H (1.68084, 0.97775, -1.45825)  0.158
N (0.56076, -0.60161, -2.03866)  0.071
O (-0.46407, -1.38281, -1.56191)  0.085
F (0.88981, 1.68276, 1.39096)  -0.085
F (-1.42899, -1.85112, 0.43181)  0.148

***

No. 7
DFT (ωB97M-V/def2-TZVPD) results for C4H3F2NS in the gas phase at a distorted geometry.

The calculation puts the HOMO-LUMO gap at 10.04 eV. As for the energy above the lowest of the compared OMol25 structures with the same formula, charge and spin: 1.52 kcal/mol. The SMILES is N#C[C@@]1(F)[C@H](S)[C@@H]1F. The LUMO energy comes out at 0.23 eV. As for the spin multiplicity: 1. Its total charge is 0.

Last column: Löwdin charge in e.
Geometry (Å):
C (0.34322, -0.21333, -0.78988)  -0.503
C (0.04617, 1.18842, -0.43254)  -0.237
C (-0.73238, 0.04930, 0.25913)  -0.395
C (-2.08064, -0.23791, -0.12462)  -0.122
H (1.69436, -0.68879, 1.04998)  -0.115
H (0.12184, -0.43873, -1.85989)  0.130
H (-0.62032, 1.82938, -1.05307)  0.172
N (-3.15943, -0.48526, -0.45764)  0.187
F (1.00152, 1.92736, 0.20489)  0.030
F (-0.40276, -0.39019, 1.51746)  0.041
S (1.87956, -0.99116, -0.24420)  0.812

***

No. 8
DFT (ωB97M-V/def2-TZVPD) results for C4H3F3 in the gas phase at a distorted geometry.

The calculation puts the HOMO-LUMO gap at 9.43 eV. As for the energy above the lowest of the compared OMol25 structures with the same formula, charge and spin: 40.42 kcal/mol. The SMILES is C=C(F)/C(F)=C\F. The LUMO energy comes out at 0.23 eV. As for the spin multiplicity: 1. Its total charge is 0.

Last column: Löwdin charge in e.
Geometry (Å):
C (-0.14886, -1.54461, 0.02506)  -0.080
C (-0.35513, -0.47035, 0.83316)  -0.184
C (-0.23916, 0.96624, 0.29286)  -0.216
C (0.60367, 1.24342, -0.76952)  0.094
H (-0.35659, -2.45858, 0.37788)  0.088
H (0.85169, 0.31709, -1.36444)  0.067
H (1.07328, 2.07895, -1.41343)  0.103
F (-0.11848, -1.40769, -1.29031)  0.031
F (-0.76741, -0.67786, 2.09673)  0.079
F (-0.54300, 1.95338, 1.21201)  0.019

***

No. 9
DFT (ωB97M-V/def2-TZVPD) results for 2 unconnected molecules or ions with the total composition C4H3F3N2 at a distorted geometry.

The calculation puts the HOMO-LUMO gap at 9.56 eV. As for the energy above the lowest of the compared OMol25 structures with the same formula, charge and spin: 121.66 kcal/mol. The LUMO energy comes out at 0.05 eV. As for the spin multiplicity: 1. Its total charge is 0.

Last column: Löwdin charge in e.
Geometry (Å):
C (-0.68924, -0.08740, 1.20736)  -0.093
C (-0.08556, 0.14762, 0.15878)  0.033
C (1.08512, 0.17755, -1.81953)  -0.380
C (-1.20114, -0.12809, 2.58929)  -0.595
N (1.97073, 0.96049, -1.73213)  0.197
N (0.23353, -0.42163, -2.59664)  0.142
F (-0.62045, 0.88350, 3.31641)  0.091
F (-2.56618, 0.05159, 2.58729)  0.087
F (-0.89658, -1.31651, 3.20741)  0.092
H (2.98507, 1.18417, -1.39694)  0.172
H (-0.55332, -0.62611, -1.96570)  0.094
H (0.33801, -0.82518, -3.55561)  0.159

***

No. 10
DFT (ωB97M-V/def2-TZVPD) results for C4H3F3O2 in the gas phase.

The calculation puts the HOMO-LUMO gap at 9.72 eV. As for the energy above the lowest of the compared OMol25 structures with the same formula, charge and spin: 0.00 kcal/mol. The SMILES is O=C/C(F)=C(\O)C(F)F. The LUMO energy comes out at -0.22 eV. As for the spin multiplicity: 1. Its total charge is 0.

Last column: Löwdin charge in e.
Geometry (Å):
C (2.19722, -0.42782, -0.15090)  -0.198
C (0.95953, 0.32598, 0.07618)  -0.176
C (-0.28343, -0.19020, -0.01825)  -0.179
C (-1.50619, 0.68136, 0.20400)  -0.307
O (3.30732, 0.01992, -0.06734)  0.089
O (-0.49445, -1.47426, -0.33166)  0.100
F (1.07711, 1.62790, 0.40646)  0.079
F (-1.98714, 1.12629, -0.98153)  0.088
F (-2.49736, -0.07577, 0.74193)  0.071
H (1.98913, -1.48013, -0.41370)  0.132
H (-1.31857, 1.54611, 0.85422)  0.168
H (-1.44319, -1.67939, -0.31942)  0.131

***

- spin multiplicity of number 9 (C4H3F3N2)?
  1